# 1
Molecular formula: H16O8
Method: DFT, wB97M-V/def2-TZVPD

Structure (XYZ):
```
24
Properties=species:S:1:pos:R:3:lowdin_charge:R:1
O -5.263 -3.972 8.267 -0.075
H -6.117 -4.215 7.896 0.047
H -5.165 -4.639 9.014 0.061
O -4.131 -6.249 10.100 -0.085
H -3.176 -6.281 9.901 0.030
H -4.517 -6.729 10.868 0.081
O -2.675 -8.360 7.260 -0.053
H -2.208 -7.526 7.457 0.028
H -2.134 -8.826 6.604 0.064
O -6.603 -6.586 6.135 -0.081
H -7.291 -7.088 5.667 0.045
H -6.534 -7.229 6.879 0.016
O -5.388 -8.272 8.283 -0.071
H -5.370 -7.536 8.896 0.012
H -4.540 -8.147 7.787 0.029
O -3.595 -9.858 9.942 -0.038
H -4.078 -9.645 9.179 -0.044
H -2.704 -10.012 9.649 0.022
O -2.127 -5.718 8.425 -0.086
H -2.776 -5.460 7.690 0.013
H -1.359 -5.202 8.249 0.044
O -3.603 -4.771 6.522 -0.070
H -4.460 -5.141 6.206 0.066
H -3.850 -3.999 7.062 0.043
```

The value obtained for the LUMO energy is 0.37 eV. Its SMILES is O.O.O.O.O.O.O.O. As for the energy above the lowest of the compared OMol25 structures with the same formula, charge and spin: 1.532 eV. The net charge is 0. The value obtained for the molar mass is 144.12 g mol⁻¹. As for the spin multiplicity: 1.

***

# 2
Molecular formula: C16H25MgO5PTe
Method: DFT, wB97M-V/def2-TZVPD

Structure (XYZ):
```
49
Properties=species:S:1:pos:R:3:lowdin_charge:R:1
Mg 1.726 1.262 -0.755 0.497
O 0.316 4.824 -0.029 0.023
C 0.691 3.519 -0.148 -0.830
O 1.775 3.256 -0.805 -0.213
C 0.572 2.846 1.243 -0.125
O 1.423 1.694 1.280 -0.218
C 2.805 1.979 1.664 -0.063
C 3.786 1.009 0.966 -0.642
O 4.755 0.642 1.595 0.067
O 3.462 0.681 -0.243 -0.127
H 0.686 5.282 -0.796 0.123
H 0.879 3.570 2.000 0.144
H -0.441 2.506 1.449 0.120
H 3.055 2.988 1.333 0.138
H 2.903 1.896 2.744 0.137
Te -0.772 2.401 -1.723 1.282
C -2.564 1.712 -0.864 -0.596
C -3.147 2.421 0.182 -0.152
C -4.333 1.974 0.752 -0.088
C -4.949 0.827 0.275 -0.093
C -4.376 0.126 -0.778 -0.089
C -3.186 0.563 -1.344 -0.183
H -2.688 3.334 0.545 0.096
H -4.779 2.532 1.566 0.103
H -5.875 0.483 0.716 0.101
H -4.856 -0.765 -1.162 0.104
H -2.747 0.006 -2.163 0.086
C 1.489 -2.274 -2.945 -0.148
C 1.791 -2.489 -1.464 -0.402
P 0.962 -1.249 -0.406 0.946
C -0.818 -1.650 -0.516 -0.407
C -1.289 -3.007 -0.004 -0.134
C 1.451 -1.701 1.310 -0.367
C 1.780 -3.166 1.592 -0.139
H 2.019 -3.002 -3.559 0.073
H 1.795 -1.280 -3.275 0.066
H 0.424 -2.378 -3.161 0.063
H 2.862 -2.377 -1.276 0.090
H 1.517 -3.499 -1.153 0.073
H -1.087 -1.522 -1.569 0.062
H -1.339 -0.841 0.005 0.066
H -0.730 -3.833 -0.449 0.066
H -2.342 -3.159 -0.245 0.070
H -1.188 -3.081 1.079 0.066
H 0.636 -1.351 1.951 0.088
H 2.318 -1.088 1.563 0.065
H 0.938 -3.831 1.401 0.054
H 2.069 -3.286 2.637 0.076
H 2.621 -3.506 0.987 0.068
```

The value obtained for the LUMO energy is 0.36 eV. As for the energy above the lowest of the compared OMol25 structures with the same formula, charge and spin: 0.714 eV. The net charge is 0. The value obtained for the molar mass is 480.25 g mol⁻¹. As for the spin multiplicity: 1.

***

# 3
Molecular formula: C3HF2N3O6
Method: DFT, wB97M-V/def2-TZVPD

Structure (XYZ):
```
15
Properties=species:S:1:pos:R:3:lowdin_charge:R:1
O 2.721 0.597 0.173 0.125
N 2.623 -0.587 0.222 -0.354
O 3.518 -1.385 0.226 0.143
C 1.236 -1.143 0.308 -0.129
F 1.326 -2.480 0.422 0.132
C 0.146 -0.419 0.120 0.117
C -1.297 -0.853 0.236 -0.211
F -1.492 -2.106 0.799 0.109
N -1.981 -1.036 -1.208 -0.326
O -1.310 -0.736 -2.129 0.156
O -3.050 -1.544 -1.144 0.157
N -2.104 0.142 1.048 -0.357
O -2.032 1.237 0.605 0.147
O -2.687 -0.272 1.988 0.180
H 0.393 0.561 -0.085 0.112
```

The value obtained for the LUMO energy is -1.73 eV. Its SMILES is O=[N+]([O-])/C(F)=C/C(F)([N+](=O)[O-])[N+](=O)[O-]. As for the energy above the lowest of the compared OMol25 structures with the same formula, charge and spin: 0.000 eV. The net charge is 0. The value obtained for the molar mass is 213.05 g mol⁻¹. As for the spin multiplicity: 1.

***

# 4
Molecular formula: C3H8N2S
Method: DFT, wB97M-V/def2-TZVPD

Structure (XYZ):
```
14
Properties=species:S:1:pos:R:3:lowdin_charge:R:1
C -2.416 -0.293 0.037 -0.400
S -0.798 -0.381 -0.722 0.823
C 0.075 0.792 0.284 -0.526
C 1.369 1.014 -0.406 -0.267
N 2.336 0.110 -0.443 -0.066
N 2.212 -1.143 0.135 -0.026
H -3.057 -0.920 -0.509 0.014
H -2.333 -0.574 1.049 0.022
H -2.819 0.701 -0.048 0.035
H 0.111 0.361 1.275 0.073
H -0.428 1.786 0.381 0.095
H 1.579 1.897 -0.985 0.093
H 2.922 -1.765 -0.218 0.070
H 1.246 -1.586 0.171 0.060
```

The value obtained for the LUMO energy is 0.89 eV. Its SMILES is CSC/C=N\N. As for the energy above the lowest of the compared OMol25 structures with the same formula, charge and spin: 2.174 eV. The net charge is 0. The value obtained for the molar mass is 104.18 g mol⁻¹. As for the spin multiplicity: 1.

***

What did the third record say?
Molecular formula: C3HF2N3O6
Method: DFT, wB97M-V/def2-TZVPD

Structure (XYZ):
```
15
Properties=species:S:1:pos:R:3:lowdin_charge:R:1
O 2.721 0.597 0.173 0.125
N 2.623 -0.587 0.222 -0.354
O 3.518 -1.385 0.226 0.143
C 1.236 -1.143 0.308 -0.129
F 1.326 -2.480 0.422 0.132
C 0.146 -0.419 0.120 0.117
C -1.297 -0.853 0.236 -0.211
F -1.492 -2.106 0.799 0.109
N -1.981 -1.036 -1.208 -0.326
O -1.310 -0.736 -2.129 0.156
O -3.050 -1.544 -1.144 0.157
N -2.104 0.142 1.048 -0.357
O -2.032 1.237 0.605 0.147
O -2.687 -0.272 1.988 0.180
H 0.393 0.561 -0.085 0.112
```

The value obtained for the LUMO energy is -1.73 eV. Its SMILES is O=[N+]([O-])/C(F)=C/C(F)([N+](=O)[O-])[N+](=O)[O-]. As for the energy above the lowest of the compared OMol25 structures with the same formula, charge and spin: 0.000 eV. The net charge is 0. The value obtained for the molar mass is 213.05 g mol⁻¹. As for the spin multiplicity: 1.